# 1
The following is a quantum chemistry calculation of a 2-piece molecular cluster, C2Br3F overall at a distorted geometry, from the Open Molecules 2025 dataset.

Calculated values
HOMO level (alpha / beta)   -0.3499 / -0.3501 Ha
Lowest unoccupied orbital energy (alpha / beta)   -3.72 / -3.72 eV
Gap between HOMO and LUMO (alpha / beta)   5.804 / 5.807 eV

```
6
C2Br3F (ωB97M-V/def2-TZVPD)
C -0.403 0.677 0.020
C -0.398 -0.622 -0.114
F -1.530 1.384 0.219
Br 1.088 1.815 -0.092
Br 2.727 -1.213 0.037
Br -1.485 -2.041 -0.070
```


# 2
The following is a quantum chemistry calculation of one molecule with the formula C2H4O3S at a distorted geometry, from the Open Molecules 2025 dataset.

Calculated values
HOMO level (alpha / beta)   -0.3286 / -0.3286 Ha
SMILES   CC(O)=S(=O)=O
Lowest unoccupied orbital energy (alpha / beta)   -1.18 / -1.17 eV
Gap between HOMO and LUMO (alpha / beta)   7.766 / 7.768 eV

```
10
C2H4O3S (ωB97M-V/def2-TZVPD)
C 1.074 0.512 -0.500
C -0.010 -0.428 -0.142
O 3.861 0.845 -0.174
O 3.057 -1.477 -0.317
O 0.925 1.773 -0.248
S 2.862 -0.130 0.170
H -0.636 -0.552 -1.034
H -0.655 -0.070 0.670
H 0.402 -1.403 0.096
H 0.121 2.023 0.257
```


# 3
The following is a quantum chemistry calculation of a 9-piece molecular cluster, C36H90O18 overall at a distorted geometry, from the Open Molecules 2025 dataset.

Calculated values
HOMO level   -0.3438 Ha
SMILES   COCCOC.COCCOC.COCCOC.COCCOC.COCCOC.COCCOC.COCCOC.COCCOC.COCCOC
Lowest unoccupied orbital energy   0.57 eV
Gap between HOMO and LUMO   9.930 eV

```
144
C36H90O18 (ωB97M-V/def2-TZVPD)
C 10.524 5.081 -21.471
O 9.791 4.492 -22.536
C 10.351 3.323 -23.066
C 10.573 2.114 -22.026
O 11.940 1.969 -21.528
C 12.042 1.903 -20.081
H 10.515 4.366 -20.647
H 10.151 6.053 -21.150
H 11.535 5.284 -21.824
H 11.227 3.567 -23.668
H 9.548 2.972 -23.715
H 10.184 1.143 -22.334
H 9.870 2.166 -21.195
H 11.811 0.902 -19.718
H 11.567 2.574 -19.365
H 13.079 2.115 -19.819
C 3.292 3.306 -22.142
O 3.020 3.207 -20.706
C 3.821 4.049 -19.886
C 3.985 3.733 -18.357
O 4.905 2.667 -18.151
C 4.451 1.427 -18.659
H 2.612 2.836 -22.852
H 4.348 3.071 -22.276
H 3.197 4.326 -22.515
H 3.690 5.131 -19.915
H 4.834 3.872 -20.247
H 3.038 3.625 -17.829
H 4.304 4.637 -17.837
H 3.598 0.981 -18.149
H 5.309 0.756 -18.612
H 4.193 1.459 -19.718
C 10.537 -14.452 -14.631
O 9.707 -15.141 -13.704
C 8.522 -14.339 -13.262
C 7.536 -15.238 -12.521
O 7.523 -16.486 -13.210
C 6.712 -17.561 -12.624
H 10.801 -15.162 -15.415
H 11.503 -14.313 -14.144
H 10.273 -13.455 -14.982
H 8.081 -13.963 -14.186
H 8.921 -13.471 -12.738
H 6.534 -14.810 -12.559
H 7.768 -15.338 -11.460
H 5.708 -17.163 -12.473
H 7.183 -17.966 -11.729
H 6.604 -18.341 -13.378
C 4.757 -4.233 -26.384
O 5.846 -4.489 -25.572
C 5.901 -5.849 -25.086
C 6.646 -5.714 -23.800
O 6.463 -6.906 -22.982
C 7.167 -6.910 -21.774
H 4.951 -4.670 -27.363
H 4.550 -3.195 -26.643
H 3.852 -4.693 -25.987
H 6.433 -6.574 -25.702
H 4.920 -6.257 -24.841
H 6.297 -4.827 -23.270
H 7.702 -5.474 -23.923
H 6.797 -6.106 -21.138
H 8.224 -6.755 -21.991
H 6.964 -7.896 -21.355
C 21.143 1.878 -6.995
O 20.925 1.898 -8.408
C 21.842 1.177 -9.258
C 23.215 1.888 -9.297
O 24.195 1.718 -8.304
C 24.413 0.461 -7.806
H 21.229 0.834 -6.694
H 20.259 2.343 -6.557
H 22.038 2.415 -6.682
H 21.391 1.073 -10.245
H 21.931 0.172 -8.846
H 22.967 2.948 -9.232
H 23.760 1.695 -10.220
H 25.137 0.617 -7.006
H 24.850 -0.169 -8.580
H 23.508 0.008 -7.401
C 22.871 -6.280 -10.291
O 23.888 -6.084 -11.313
C 23.483 -5.467 -12.575
C 22.537 -6.316 -13.441
O 21.443 -5.435 -13.846
C 21.182 -5.268 -15.166
H 22.038 -6.943 -10.523
H 22.510 -5.369 -9.814
H 23.393 -6.697 -9.429
H 24.402 -5.409 -13.158
H 23.132 -4.451 -12.392
H 22.122 -7.109 -12.819
H 23.003 -6.756 -14.323
H 21.753 -5.862 -15.879
H 21.368 -4.194 -15.164
H 20.169 -5.581 -15.417
C 16.328 -15.723 -6.850
O 16.288 -14.344 -7.217
C 17.091 -13.937 -8.323
C 17.287 -12.374 -8.467
O 16.140 -11.601 -8.260
C 15.087 -11.810 -9.173
H 15.896 -15.983 -5.883
H 17.377 -16.013 -6.799
H 15.954 -16.364 -7.649
H 16.788 -14.406 -9.259
H 18.125 -14.278 -8.263
H 17.821 -12.018 -9.347
H 17.942 -12.182 -7.617
H 15.346 -11.360 -10.131
H 14.262 -11.282 -8.696
H 14.962 -12.891 -9.236
C 13.883 -2.757 -13.099
O 12.937 -3.232 -14.013
C 11.819 -3.839 -13.492
C 11.137 -4.750 -14.437
O 11.833 -6.015 -14.701
C 13.222 -5.940 -15.161
H 14.681 -2.228 -13.620
H 14.225 -3.683 -12.636
H 13.411 -2.104 -12.365
H 11.322 -3.174 -12.786
H 12.281 -4.557 -12.815
H 10.952 -4.239 -15.382
H 10.178 -5.027 -14.001
H 13.333 -6.920 -15.625
H 13.946 -5.792 -14.359
H 13.408 -5.347 -16.057
C -0.895 -8.290 -16.610
O -0.848 -9.673 -16.689
C -0.953 -10.492 -15.515
C 0.321 -10.752 -14.632
O 0.797 -9.405 -14.181
C 2.189 -9.188 -14.335
H -1.571 -7.976 -15.814
H -1.332 -7.937 -17.545
H 0.057 -7.861 -16.301
H -1.367 -11.479 -15.721
H -1.729 -9.934 -14.992
H 1.018 -11.373 -15.196
H 0.091 -11.378 -13.770
H 2.688 -9.564 -15.229
H 2.777 -9.577 -13.504
H 2.267 -8.114 -14.166
```


Quick rundown of calculated total energy, same order as above: -7897.94315; -702.41340; -2779.28836 a.u.
Quick rundown of relative energy (zero: lowest compared OMol25 entry of this formula, charge and spin), same order as above: 322.25; 210.40; 713.39 kJ/mol